[1]
Formula: C9H14O
Source: OMol25
Level of theory: ωB97M-V/def2-TZVPD

SMILES: Cc1ccc(O)cc1.CC
E_LUMO: 0.0315 Ha
HOMO-LUMO gap: 9.24 eV
E_tot: -11607.16375 eV
energy above the lowest of the compared OMol25 structures with the same formula, charge and spin: 10.9 kcal/mol

Structure (ORCA input):
```
! wB97M-V def2-TZVPD RIJCOSX def2/J DEFGRID3
* xyz 0 1
C 1.04 2.74 -1.59
C 0.45 1.37 -1.78
C 1.01 0.34 -1.03
C 0.53 -0.95 -0.98
C -0.50 -1.29 -1.88
O -0.88 -2.59 -1.90
C -1.08 -0.29 -2.63
C -0.58 1.02 -2.63
H 0.30 3.52 -1.83
H 1.88 2.97 -2.23
H 1.33 2.85 -0.55
H 1.93 0.55 -0.49
H 0.96 -1.69 -0.32
H -1.48 -2.78 -2.61
H -1.87 -0.57 -3.32
H -1.18 1.65 -3.27
C 0.24 -0.28 3.76
C -0.75 -1.41 3.51
H -0.25 0.63 4.11
H 0.97 -0.50 4.54
H 0.76 -0.02 2.84
H -0.25 -2.38 3.65
H -1.00 -1.50 2.45
H -1.60 -1.39 4.18
*
```

Table of Löwdin atomic charges, one value per atom, all in e: -0.058, -0.287, -0.065, -0.009, -0.331, 0.057, -0.035, -0.041, 0.077, 0.075, 0.074, 0.115, 0.114, 0.095, 0.109, 0.110, -0.170, -0.168, 0.060, 0.054, 0.052, 0.060, 0.054, 0.058



[2]
Formula: C27H39N2O5Ti
Source: OMol25
Level of theory: ωB97M-V/def2-TZVPD

E_LUMO (alpha / beta): 0.0150 / 0.0148 Ha
HOMO-LUMO gap (alpha / beta): 7.70 / 8.52 eV
E_tot: -64963.58558 eV
energy above the lowest of the compared OMol25 structures with the same formula, charge and spin: 34.7 kcal/mol

Structure (ORCA input):
```
! wB97M-V def2-TZVPD RIJCOSX def2/J DEFGRID3
* xyz 0 2
O 3.31 0.47 -0.11
C 3.80 0.47 -1.53
C 4.60 1.77 -1.40
H 2.99 0.35 -2.24
H 4.53 -0.34 -1.71
C 4.36 1.58 0.11
H 4.22 2.71 -1.83
H 5.64 1.65 -1.71
C 3.84 2.73 0.98
H 2.86 3.07 0.64
H 4.49 3.61 0.89
H 3.80 2.44 2.03
C 5.68 1.04 0.66
H 6.18 0.39 -0.07
H 5.63 0.60 1.67
H 6.37 1.90 0.77
Ti 0.94 -0.67 0.77
C 0.73 -3.07 1.08
C 0.37 -2.91 -0.27
C 1.42 -2.17 -0.94
H -0.50 -3.36 -0.73
C 2.48 -1.97 0.01
C 2.02 -2.53 1.27
H 2.61 -2.56 2.18
H 0.16 -3.62 1.80
H 1.46 -1.94 -2.01
H 3.50 -1.62 -0.16
C -0.31 -0.34 2.84
C 0.97 -0.91 3.12
C 1.98 -0.01 2.67
H 1.07 -1.89 3.63
C 1.32 1.13 2.10
C -0.08 0.90 2.19
H -0.87 1.61 1.92
H -1.29 -0.69 3.22
H 3.07 -0.15 2.73
H 1.79 2.06 1.76
O 0.83 4.07 -2.70
C 0.16 3.11 -1.84
C 0.08 1.76 -2.57
H -0.87 3.47 -1.64
H 0.68 2.98 -0.87
C 0.54 2.10 -4.02
H -0.95 1.35 -2.50
H 0.74 0.99 -2.12
C 1.40 3.37 -3.86
H -0.33 2.46 -4.54
H 1.07 1.33 -4.59
H 1.42 4.04 -4.74
H 2.49 3.17 -3.69
C -4.67 -1.47 2.78
C -4.60 -0.54 1.61
C -4.35 -1.27 0.25
C -5.50 -2.11 -0.41
C -5.98 -3.28 0.42
C -4.05 -0.16 -0.72
O -4.82 0.52 -1.38
N -2.68 0.12 -0.87
C -1.73 -0.39 -0.07
O -0.55 0.17 -0.08
N -1.89 -1.48 0.65
C -3.06 -2.12 0.29
O -3.12 -3.32 0.03
H -5.51 -2.16 2.70
H -4.80 -0.90 3.69
H -3.74 -2.02 2.84
H -5.50 0.09 1.50
H -3.73 0.13 1.74
H -6.34 -1.45 -0.69
H -5.08 -2.50 -1.36
H -6.71 -3.00 1.18
H -6.46 -3.99 -0.26
H -5.14 -3.79 0.88
H -2.42 1.00 -1.34
*
```

Table of Löwdin atomic charges, one value per atom, all in e: -0.179, -0.139, -0.077, 0.104, 0.118, -0.476, 0.115, 0.110, -0.025, 0.071, 0.100, 0.089, -0.028, 0.088, 0.093, 0.098, 0.903, -0.133, -0.104, -0.132, 0.110, -0.200, -0.197, 0.112, 0.122, 0.113, 0.104, -0.120, -0.161, -0.176, 0.129, -0.170, -0.154, 0.131, 0.122, 0.123, 0.075, -0.153, -0.183, -0.159, 0.121, 0.109, -0.144, 0.091, 0.082, -0.183, 0.099, 0.113, 0.119, 0.104, -0.082, -0.156, -0.280, -0.165, -0.105, -0.375, 0.107, 0.212, -0.496, -0.168, 0.180, -0.404, 0.079, 0.061, 0.076, 0.081, 0.135, 0.118, 0.124, 0.129, 0.066, 0.075, 0.068, 0.149



[3]
Formula: C6H9Cl2LaO6PTl
Source: OMol25
Level of theory: ωB97M-V/def2-TZVPD

E_LUMO (alpha / beta): -0.6072 / -0.6069 Ha
HOMO-LUMO gap (alpha / beta): 6.19 / 6.13 eV
E_tot: -58492.16438 eV
energy above the lowest of the compared OMol25 structures with the same formula, charge and spin: 0.0 kcal/mol

Structure (ORCA input):
```
! wB97M-V def2-TZVPD RIJCOSX def2/J DEFGRID3
* xyz 4 1
La -0.19 -0.67 -6.26
Tl -0.49 -0.74 -1.08
Cl -1.19 1.65 -6.04
Cl 1.26 -2.13 0.35
C -1.19 -3.21 1.67
C -0.73 -0.24 -8.45
C 0.08 -2.47 -7.87
O -1.50 -3.66 2.68
O -0.93 -0.32 -9.60
O 0.18 -3.21 -8.77
C 2.39 0.68 3.96
O 1.51 1.10 2.89
P 0.59 0.06 2.00
O -0.95 0.33 2.54
C -1.48 0.01 3.85
O 0.38 0.97 0.59
C -0.09 2.33 0.57
H 3.33 0.29 3.56
H 1.92 -0.09 4.58
H 2.58 1.56 4.57
H -1.28 -1.04 4.15
H -1.08 0.69 4.61
H -2.56 0.16 3.80
H -1.15 2.34 0.27
H 0.06 2.76 1.57
H 0.51 2.88 -0.17
*
```

Table of Löwdin atomic charges, one value per atom, all in e: 1.755, 0.798, -0.010, 0.191, -0.040, -0.198, -0.088, 0.086, 0.266, 0.254, -0.018, -0.202, 0.984, -0.237, -0.011, -0.568, -0.042, 0.121, 0.110, 0.134, 0.114, 0.122, 0.129, 0.113, 0.113, 0.124



[4]
Formula: C9H18Si3
Source: OMol25
Level of theory: ωB97M-V/def2-TZVPD

SMILES: C[Si](C)(Cc1ccccc1)[SiH2][SiH3]
E_LUMO: 0.0151 Ha
HOMO-LUMO gap: 8.78 eV
E_tot: -33255.25243 eV
energy above the lowest of the compared OMol25 structures with the same formula, charge and spin: 0.0 kcal/mol

Structure (ORCA input):
```
! wB97M-V def2-TZVPD RIJCOSX def2/J DEFGRID3
* xyz 0 1
C -1.59 0.78 0.79
Si -1.10 0.25 -0.95
C -2.35 -0.96 -1.86
C 0.43 -1.20 -0.64
C 0.78 -1.38 0.77
C 1.86 -0.67 1.32
C 2.18 -0.94 2.68
C 1.23 -1.56 3.45
C 0.08 -2.22 2.92
C -0.12 -2.06 1.57
Si -0.36 1.90 -2.43
Si 1.02 3.71 -2.25
H -1.79 1.81 0.58
H -2.51 0.36 1.10
H -0.74 0.84 1.46
H -3.27 -0.57 -2.14
H -1.93 -1.40 -2.71
H -2.36 -1.83 -1.17
H 1.22 -0.59 -1.16
H 0.37 -2.18 -1.28
H 2.69 -0.21 0.85
H 3.12 -0.70 3.11
H 1.38 -1.93 4.44
H -0.61 -2.73 3.53
H -0.87 -2.58 1.05
H -1.66 2.62 -2.96
H 0.19 1.00 -3.44
H 0.48 5.11 -2.43
H 2.30 3.42 -3.11
H 1.94 3.93 -1.09
*
```

Table of Löwdin atomic charges, one value per atom, all in e: -0.208, 0.511, -0.206, -0.223, -0.356, -0.031, -0.084, -0.101, -0.053, -0.087, 0.308, 0.357, -0.002, 0.020, 0.040, -0.014, -0.001, 0.038, 0.045, 0.115, 0.098, 0.092, 0.087, 0.087, 0.100, -0.076, -0.106, -0.110, -0.099, -0.141



[5]
Formula: C23H54O9S4
Source: OMol25
Level of theory: ωB97M-V/def2-TZVPD

E_LUMO: 0.0140 Ha
HOMO-LUMO gap: 9.13 eV
E_tot: -86490.69003 eV
energy above the lowest of the compared OMol25 structures with the same formula, charge and spin: 4.4 kcal/mol

Structure (ORCA input):
```
! wB97M-V def2-TZVPD RIJCOSX def2/J DEFGRID3
* xyz 0 1
C 12.30 16.19 8.39
S 11.74 14.89 9.55
O 13.01 14.57 10.30
C 11.44 13.58 8.28
H 11.64 16.34 7.55
H 13.38 16.07 8.20
H 12.24 17.17 8.90
H 11.34 12.57 8.65
H 12.29 13.68 7.57
H 10.54 13.69 7.70
C 7.98 10.82 13.03
S 9.20 9.70 12.38
O 10.21 9.51 13.48
C 8.28 8.19 12.32
H 7.14 10.73 12.33
H 8.35 11.83 13.19
H 7.69 10.38 14.02
H 7.37 8.36 11.88
H 8.13 7.82 13.33
H 8.94 7.46 11.77
C 6.18 15.68 4.84
S 7.01 14.64 6.00
O 6.04 14.45 7.12
C 6.83 13.19 5.02
H 6.43 15.59 3.79
H 6.23 16.74 5.13
H 5.13 15.39 4.93
H 5.77 13.15 4.88
H 7.13 12.30 5.54
H 7.32 13.27 4.00
C 9.18 9.85 8.30
S 9.53 10.29 6.59
O 9.30 11.73 6.35
C 11.30 10.18 6.67
H 8.11 9.97 8.46
H 9.69 10.50 8.99
H 9.50 8.81 8.48
H 11.69 11.08 7.20
H 11.61 10.32 5.63
H 11.63 9.20 7.10
C 8.34 14.29 11.24
C 7.46 13.97 12.36
O 7.77 14.13 13.54
C 6.12 13.48 11.84
H 9.25 14.76 11.59
H 7.77 14.91 10.59
H 8.61 13.37 10.72
H 6.20 12.89 10.94
H 5.63 14.43 11.49
H 5.51 12.99 12.64
C 10.45 15.21 14.88
C 10.28 14.17 15.95
O 11.18 13.40 16.21
C 8.93 14.19 16.64
H 11.26 14.85 14.25
H 10.96 16.06 15.36
H 9.58 15.54 14.37
H 8.31 13.39 16.10
H 8.38 15.09 16.53
H 9.00 13.94 17.68
C 12.97 10.38 16.13
C 14.35 10.60 15.45
O 14.89 9.63 14.97
C 14.83 11.96 15.40
H 12.20 10.52 15.32
H 12.80 11.08 16.97
H 12.80 9.38 16.50
H 14.00 12.59 14.99
H 15.76 12.13 14.79
H 14.95 12.40 16.36
C 12.86 7.98 12.33
C 12.69 7.40 10.97
O 11.67 6.83 10.64
C 13.95 7.40 10.10
H 13.14 7.14 12.94
H 12.05 8.56 12.71
H 13.77 8.60 12.40
H 14.81 6.89 10.58
H 14.31 8.42 9.94
H 13.72 6.93 9.15
C 13.46 11.29 11.24
C 12.11 11.84 11.40
O 11.22 11.54 10.54
C 11.78 12.71 12.55
H 13.48 10.40 10.64
H 14.03 11.10 12.17
H 14.15 11.92 10.77
H 10.87 13.24 12.41
H 12.60 13.46 12.65
H 11.80 12.10 13.42
*
```

Table of Löwdin atomic charges, one value per atom, all in e: -0.269, 0.841, -0.556, -0.243, 0.045, 0.068, 0.049, -0.002, 0.070, 0.035, -0.245, 0.798, -0.545, -0.251, 0.052, 0.034, 0.083, 0.015, 0.065, 0.077, -0.297, 0.785, -0.558, -0.283, 0.055, 0.058, 0.055, 0.042, 0.016, 0.088, -0.256, 0.817, -0.560, -0.259, 0.055, 0.013, 0.062, 0.043, 0.048, 0.073, -0.028, -0.522, 0.041, -0.028, 0.068, 0.089, 0.099, 0.078, 0.109, 0.097, -0.023, -0.483, 0.047, -0.013, 0.064, 0.100, 0.052, 0.109, 0.057, 0.069, -0.015, -0.520, 0.045, -0.035, 0.084, 0.077, 0.070, 0.095, 0.109, 0.075, -0.021, -0.487, 0.048, -0.023, 0.098, 0.042, 0.069, 0.096, 0.063, 0.077, -0.006, -0.446, -0.045, -0.019, 0.064, 0.098, 0.080, 0.057, 0.103, 0.069